Entry 1:
Molecular formula: C18H35FNO2
Method: DFT, ωB97M-V/def2-TZVPD

The spin multiplicity is 2. The calculation puts the HOMO energy (spin up / spin down) at -7.76 / -9.26 eV. As for the HOMO-LUMO gap (spin up / spin down): 8.51 / 9.99 eV. Its molecular weight is 316.48 g mol⁻¹.

```
57
Properties=species:S:1:pos:R:3:mulliken_spin:R:1
O 3.569 -2.337 -1.220 0.5311
C 1.752 -2.401 0.260 -0.0150
H 3.809 0.025 -2.097 0.0062
C -4.256 1.145 0.134 0.0000
H -0.197 2.664 2.697 0.0000
H -0.861 0.932 1.325 -0.0005
C 1.608 1.312 1.287 0.0044
H 2.815 -0.844 1.220 0.0004
H -0.246 -2.815 1.025 0.0026
H -3.885 0.420 -1.828 0.0000
C 2.659 -3.428 0.924 -0.0006
H 1.368 -1.352 2.091 0.0001
H 2.830 -4.275 0.257 -0.0035
H -3.725 2.164 -1.692 0.0000
H -1.586 1.099 -2.115 -0.0002
H -1.556 1.963 -0.588 -0.0004
C -1.967 1.080 -1.086 0.0001
C -1.490 -0.197 -0.366 -0.0012
H 0.584 2.633 -0.066 0.0001
C 0.350 -3.035 0.134 0.0278
H 2.614 0.471 -3.335 -0.0013
C -0.535 0.017 0.819 0.0022
H 2.692 1.289 1.122 -0.0002
N 2.339 -2.044 -1.069 0.4038
H 0.584 4.212 2.417 0.0000
H 3.386 -1.131 -3.374 -0.0014
C 1.839 -0.874 -1.867 -0.0141
H 2.215 1.029 -0.973 -0.0013
F 1.446 1.107 2.664 0.0001
H -0.209 -2.699 -0.725 -0.0036
H 0.440 -4.124 0.052 -0.0076
C 1.008 0.101 0.537 -0.0068
C 2.997 -0.352 -2.718 0.0113
H 1.220 -1.725 -3.773 -0.0041
H 2.156 -3.789 1.828 -0.0005
H -3.636 0.315 2.497 0.0000
H 0.100 -0.510 -3.142 0.0023
H 0.130 -2.148 -2.481 0.0035
H -2.373 -0.730 0.013 0.0002
C -3.491 1.220 -1.188 0.0000
H -4.382 0.104 0.465 0.0000
C -3.839 1.395 2.436 0.0000
H -4.878 1.574 2.745 0.0000
C 0.106 3.365 1.920 0.0001
H -0.803 3.728 1.432 0.0000
O -3.599 1.887 1.140 0.0000
H -3.173 1.920 3.119 0.0000
H -5.267 1.553 -0.017 0.0000
H 1.926 3.372 0.767 0.0000
H -0.693 -0.787 1.547 0.0016
C 1.758 -1.118 1.095 0.0367
C 1.384 0.312 -0.953 0.0171
H 0.557 0.815 -1.463 -0.0085
C 1.067 2.709 0.911 -0.0001
C 0.748 -1.345 -2.860 0.0171
H 3.622 -3.002 1.204 0.0043
H -1.033 -0.872 -1.090 -0.0025
```



Entry 2:
Molecular formula: C18H35LaN6O3
Method: DFT, ωB97M-V/def2-TZVPD

The calculation puts the HOMO energy at -7.33 eV. As for the HOMO-LUMO gap: 7.55 eV. The value obtained for the energy above the lowest of the compared OMol25 structures with the same formula, charge and spin is 52.7 kcal per mole. Its molecular weight is 522.42 g mol⁻¹.

```
63
Properties=species:S:1:pos:R:3:lowdin_charge:R:1
H 10.553 11.301 10.018 0.1075
C 7.919 4.231 7.159 -0.0175
H 8.854 3.518 12.341 0.1210
H 8.620 2.809 9.461 0.0213
N 8.505 6.324 6.172 0.0440
La 10.659 8.059 12.228 1.9046
H 8.864 7.021 8.663 0.0835
H 4.433 4.297 7.370 0.0853
C 7.306 9.677 11.814 -0.1872
H 7.410 4.128 11.462 0.1021
C 11.197 11.340 10.960 -0.2255
H 13.422 7.799 8.448 0.1167
N 8.609 2.741 10.468 -0.0124
H 7.534 8.893 12.598 0.1229
N 8.770 8.619 10.159 -0.1241
O 9.964 5.575 10.387 -0.0233
C 6.222 5.865 6.707 -0.0203
H 9.476 2.154 10.702 0.1047
C 9.209 8.053 8.774 -0.1614
H 5.174 2.868 6.754 0.0959
C 10.429 11.603 12.302 -0.2400
C 8.247 10.836 11.901 -0.2306
H 11.449 6.458 9.457 -0.0131
H 9.492 10.448 13.745 0.1840
H 9.819 4.746 6.449 0.1116
H 7.112 9.744 9.585 0.1129
C 7.236 6.732 6.254 -0.1312
C 5.387 3.729 7.410 -0.0544
H 14.085 10.564 10.695 0.1067
C 6.569 4.569 7.124 -0.2702
H 14.807 8.412 10.166 0.1251
H 8.174 3.228 7.473 0.1007
H 11.163 11.630 13.092 0.1109
H 13.591 8.292 11.437 0.0574
C 7.345 9.059 10.402 -0.2052
H 8.776 7.785 10.848 0.0221
C 8.822 5.143 6.611 -0.1678
C 8.447 3.846 11.365 -0.2123
O 9.167 5.770 12.453 -0.2277
H 6.334 9.955 12.145 0.0964
H 12.268 9.967 12.174 0.0055
H 7.805 11.725 12.331 0.1075
C 13.262 9.955 10.363 -0.2282
H 11.812 12.276 10.704 0.1286
N 9.543 10.482 12.614 -0.1789
H 8.493 11.230 10.843 0.1378
H 8.790 8.620 7.978 0.0912
H 6.674 8.201 10.236 0.1159
H 10.832 8.007 7.578 0.1288
H 5.196 6.192 6.740 0.0989
C 13.750 8.568 10.423 -0.2221
C 9.272 5.186 11.298 -0.6793
H 13.531 6.629 9.850 0.1008
H 10.817 9.264 8.973 0.1033
H 5.509 3.395 8.414 0.0702
C 10.778 8.170 8.704 -0.2173
H 13.136 10.335 9.304 0.1305
H 7.119 7.737 5.975 0.0872
N 11.979 10.114 11.130 -0.2033
C 13.142 7.531 9.471 -0.1404
N 11.616 7.339 9.522 -0.0868
O 12.383 8.833 13.320 -0.8749
H 9.921 12.568 12.293 0.1116
```